1.
CH2F2O2 | ωB97M-V with the def2-TZVPD basis set

```
7
CH2F2O2 ωB97M-V with the def2-TZVPD basis set
F 0.5565 -1.4904 -0.1435
C 0.7566 -0.0887 -0.0129
O -0.0824 0.6546 -0.6983
O -1.3139 0.7498 0.1909
F -2.4171 -0.0496 -0.0667
H 0.6474 0.1142 1.1661
H 1.8530 0.1101 -0.4356
```

Summary:
Energy relative to the best compared isomer or geometry (same formula, charge and spin) (kcal per mole): 179.4
M (g/mol): 84.0
Largest force on an atom (eV/Å): 4.9
SMILES: FCOOF
HOMO-LUMO gap (eV): 11.378
LUMO energy (eV): -0.66
Total energy (Eh): -389.26250



2.
CH4N2O | ωB97M-V with the def2-TZVPD basis set

```
8
CH4N2O ωB97M-V with the def2-TZVPD basis set
N -1.5358 0.1292 0.1552
O -1.1191 -0.0718 -1.1103
H -1.7716 1.1998 0.2330
H -0.7006 -0.1622 0.6918
H -2.4701 -0.3020 0.4081
C 2.5528 -0.2047 -0.1836
N 3.0154 0.0241 0.8384
H 2.0290 -0.6125 -1.0327
```

Summary:
Energy relative to the best compared isomer or geometry (same formula, charge and spin) (kcal per mole): 111.0
M (g/mol): 60.1
Largest force on an atom (eV/Å): 2.6
SMILES: [NH3+][O-].C#N
HOMO-LUMO gap (eV): 9.294
LUMO energy (eV): 0.40
Total energy (Eh): -225.11510



3.
C26H34N4SSb2Se5Si2W | ωB97M-V with the def2-TZVPD basis set

```
75
C26H34N4SSb2Se5Si2W ωB97M-V with the def2-TZVPD basis set
W 0.5919 -1.6702 0.1252
N 3.0317 0.2098 -1.4753
C 4.0572 0.4329 -0.5686
C 5.2424 1.0060 -1.0357
C 6.2972 1.2680 -0.1783
C 6.1712 0.9496 1.1690
C 4.9969 0.3727 1.6283
C 3.9106 0.1109 0.7820
S 2.4726 -0.5383 1.5405
N 0.6741 0.1235 -0.7272
C 1.8268 -0.4870 -1.3107
C 1.6260 -1.5945 -2.2116
C 2.6265 -2.2518 -2.9640
C 2.2692 -3.3726 -3.6600
C 0.9506 -3.8588 -3.6078
C 0.0510 -3.2048 -2.8118
N 0.3808 -2.0880 -2.1456
H 3.3027 0.3205 -2.4389
H 5.3235 1.2494 -2.0919
H 7.2060 1.7172 -0.5607
H 6.9846 1.1386 1.8588
H 4.8891 0.1166 2.6758
H 3.6505 -1.9107 -2.9146
H 3.0170 -3.9109 -4.2305
H 0.6528 -4.7458 -4.1484
H -0.9632 -3.5616 -2.6824
C 1.0338 2.3702 -2.5978
Si -0.1572 1.3113 -1.6094
C -1.4631 0.8065 -2.8749
C -0.9699 2.3446 -0.2233
C -1.5230 3.5092 -0.7674
C -2.1756 4.4847 -0.0260
C -2.2666 4.2882 1.3338
C -1.7442 3.1272 1.8957
C -1.1045 2.0969 1.1850
Si -0.6379 0.8166 2.7175
C 0.7831 1.7145 3.5202
C -2.1011 0.7798 3.9112
H 0.4780 3.2026 -3.0393
H 1.4677 1.7945 -3.4210
H 1.8415 2.7721 -1.9856
H -1.5848 1.6150 -3.6027
H -2.4400 0.6165 -2.4327
H -1.1498 -0.0917 -3.4123
H -1.4306 3.6651 -1.8409
H -2.5838 5.3697 -0.4996
H -2.7498 5.0177 1.9737
H -1.8521 3.0490 2.9697
H 0.4083 2.6985 3.8249
H 1.6188 1.8417 2.8371
H 1.0988 1.1630 4.4081
H -2.7341 1.6668 3.9691
H -1.6581 0.6170 4.9019
H -2.7454 -0.0792 3.7301
Se 0.4997 -0.3498 6.6510
Sb -0.2705 -2.3862 5.5977
Se -0.1301 -1.4889 2.5886
Se 2.0877 -3.4842 0.1956
Se -2.6643 -2.5505 5.8405
C -3.7668 -1.9811 1.3792
Sb -2.6661 -0.9519 -0.1382
C -4.0547 0.6806 -0.3802
C -3.5152 -2.1111 -1.7436
H -4.8139 -2.0042 1.0724
H -3.6720 -1.5156 2.3558
H -3.3808 -2.9967 1.4468
H -4.7060 0.4570 -1.2278
H -3.5498 1.6308 -0.5401
H -4.6599 0.7455 0.5261
H -4.5917 -1.9322 -1.7466
H -3.3320 -3.1720 -1.5817
H -3.0988 -1.8082 -2.7049
Se -2.3119 -5.7136 -0.3803
C -1.4329 -4.2331 -0.1095
N -0.8682 -3.2232 0.0382
```

Summary:
Energy relative to the best compared isomer or geometry (same formula, charge and spin) (kcal per mole): 39.4
Total charge: -2
M (g/mol): 1313.0
Largest force on an atom (eV/Å): 2.1
HOMO-LUMO gap (eV): 5.528
LUMO energy (eV): 3.80
Total energy (Eh): -14762.30587